Entry 1:
# C42H54F25INO14

A 8-piece molecular cluster, C42H54F25INO14 overall in a non-equilibrium geometry (the ωB97M-V functional and the def2-TZVPD basis, OMol25).

```
! RIJCOSX wB97M-V def2-TZVPD def2/J DEFGRID3
* xyz 1 1
I -8.1575 -0.0751 2.1554
F -6.1986 -4.8735 1.8122
F 0.1093 -1.8019 1.4984
F -0.6743 -0.0940 2.9734
F -7.3497 3.1885 -5.1798
F -1.7629 9.9629 -0.8374
F 1.9192 -6.9123 -10.3075
F -5.9616 -3.6410 0.0279
F 12.6242 3.8654 10.7487
F 3.7324 -7.9376 -10.9518
F 5.2955 -6.7479 -2.7166
F 5.5776 4.2205 5.3738
F -7.4890 1.9146 -3.4173
F -5.6164 2.9307 -3.8805
F 2.1865 -9.0296 -9.8670
F -2.1594 8.4659 0.6975
F -4.6656 -3.3259 1.7527
F 12.6013 1.8383 11.5512
F -8.0474 3.4835 1.9423
F 4.5294 3.3667 7.0858
F 6.2916 2.3701 6.2795
F -0.3917 0.5077 0.6825
F 4.9959 -4.6125 -3.0312
F 10.9446 3.1916 11.9669
F -1.1704 7.8877 -1.1562
F 3.5202 -6.0409 -3.7666
O -6.3491 -0.1090 -4.9612
O 3.6275 -6.5129 -0.4939
O -5.5833 1.4839 -6.4250
O 1.0846 9.3464 -0.5532
O 3.0496 2.8512 4.8229
O 4.6013 1.2187 4.3834
O 3.4581 -6.3892 -8.0412
O 0.3452 9.2765 1.6181
O -4.9310 -6.3772 -0.1134
O 10.1444 3.2198 9.3335
O 4.2688 -8.5340 -8.1366
O 11.3538 1.2813 9.1199
O 2.8169 -4.5445 -1.3509
O -3.0536 -5.1693 0.4182
N -6.6317 0.6616 0.9162
C -2.8097 2.0950 -1.8174
C -4.0916 1.6208 -0.8984
C -1.2316 8.8724 -0.2144
C -2.8720 -0.9587 -0.2272
C 11.8117 2.7974 10.9906
C 2.4032 9.6661 -0.0804
C -1.7050 4.3996 0.7015
C -4.0985 -7.3819 -0.7151
C -5.2665 -4.2928 1.0033
C -4.2766 -5.3018 0.4267
C -0.7900 -0.6168 1.5623
C 4.0489 -8.3359 -5.7185
C -2.4689 3.6975 -1.7370
C -6.7313 2.0526 0.2853
C -9.4279 2.5536 -0.0848
C 4.3464 -5.7697 -2.7162
C 2.0297 -4.3661 -0.1623
C -5.4350 -0.2686 0.7347
C -3.4218 -8.2340 0.3440
C 9.4265 2.8888 8.1337
C 4.2714 2.2491 4.9688
C 2.8947 -3.9123 1.0004
C 8.3978 1.8032 8.3968
C 2.1349 2.2062 3.9220
C -4.1231 0.1450 -0.1575
C -6.2070 1.0714 -5.2772
C -5.0811 0.4413 -7.2766
C -2.3464 -1.1290 1.3505
C -6.6650 2.2661 -4.4445
C 0.1276 9.1740 0.4117
C 3.5857 -5.6775 -1.3959
C 3.0917 8.4364 0.4849
C -5.4427 2.5723 -0.6458
C -7.9834 3.0920 0.4845
C 3.5298 -7.4801 -8.6053
C 2.8443 -7.8361 -9.9221
C 4.9860 -8.3035 -6.9130
C -1.1357 4.0362 -0.7931
C 5.1617 3.0430 5.9215
C -6.2092 -0.2259 -8.0434
C 11.0991 2.3200 9.7278
C 1.5289 0.9668 4.5564
H -2.7092 4.9941 0.6074
H -5.8176 -0.9726 -8.7380
H 5.5472 -7.3628 -6.9664
H 0.7856 0.5162 3.8948
H 3.4921 -9.2780 -5.6942
H 3.3066 -7.5325 -5.7703
H -3.2712 -1.9792 -0.6673
H 2.2938 0.2140 4.7744
H 2.6284 1.9777 2.9696
H -3.3714 -6.9230 -1.3959
H 7.7244 2.1021 9.2063
H 10.1217 2.6073 7.3336
H 2.2840 -3.7145 1.8843
H -0.9062 5.0919 1.2380
H 4.6060 -8.2260 -4.7853
H 1.3391 2.9280 3.7056
H 2.5609 8.0472 1.3601
H -9.3416 1.6276 -0.7960
H 1.2876 -3.5912 -0.3853
H -6.9131 -0.7232 -7.3678
H 8.8739 0.8687 8.7118
H -3.1154 1.8714 -2.9471
H -5.4787 3.6643 -1.1217
H -1.9442 3.4403 1.3681
H -0.4691 3.0683 -0.6971
H -2.7458 -7.6376 0.9657
H -10.0203 3.4684 -0.5650
H -2.5154 -2.2482 1.7261
H 5.7212 -9.1106 -6.8182
H -2.0200 -0.5990 -0.9537
H -4.1663 -8.6703 1.0175
H -7.7217 4.0637 -0.1578
H -10.0681 2.2574 0.8784
H -1.8204 1.4937 -1.6209
H 1.4756 -5.2825 0.0743
H -5.4345 -1.3352 1.2537
H 2.3632 10.4836 0.6497
H 7.8094 1.6005 7.4990
H 3.4461 -3.0045 0.7358
H -4.4976 -0.2832 -6.6959
H 3.6413 -4.6691 1.2631
H 1.0538 1.2182 5.5100
H -2.8422 -9.0374 -0.1164
H -0.4881 4.9235 -1.2580
H -4.3916 0.9138 -7.9854
H -3.0015 -0.4649 2.0953
H 4.1168 8.6683 0.7829
H -2.2621 4.0537 -2.8518
H -3.3860 4.3302 -1.3622
H 3.1080 7.6318 -0.2571
H -4.7535 -8.0148 -1.3247
H 8.9144 3.8011 7.8073
H 2.9702 10.0340 -0.9430
H -6.7834 0.5183 -8.6043
*
```

Computed properties:
LUMO = -4.7 eV
E = -5534.6416 Ha
gap between HOMO and LUMO = 7.5 eV
HOMO level = -12.2 eV

Entry 2:
# C5H22N2O5

A 6-piece molecular cluster, C5H22N2O5 overall in a non-equilibrium geometry (the ωB97M-V functional and the def2-TZVPD basis, OMol25).

```
! RIJCOSX wB97M-V def2-TZVPD def2/J DEFGRID3
* xyz 0 1
O 2.9900 1.3756 -1.4929
O 0.6798 1.6708 -3.9206
O 3.1961 1.0353 1.0853
O 0.3163 0.4844 3.6041
O 0.0446 -1.6520 -2.7471
N 0.5103 -2.6916 0.6489
N 0.4559 -0.3144 0.2334
C -2.0206 0.2515 -0.2068
C 0.3277 -1.4483 1.1115
C -0.6145 0.7504 0.3625
C -2.7884 -0.5279 0.8881
C -4.1463 0.1516 1.1977
H -2.9212 -1.5337 0.5464
H 2.2025 0.5755 0.9040
H 0.5839 -2.7832 -0.3311
H 0.4148 -1.1022 2.1275
H -4.7756 -0.5796 1.8333
H 3.7987 1.1555 -0.9682
H 0.2365 -0.1552 4.3568
H 0.5196 -0.5795 -0.7226
H -3.9443 1.0800 1.7482
H 0.0846 1.3566 3.9694
H 1.6462 1.7151 -3.5390
H -0.3675 1.6397 -0.2611
H -2.1150 -0.7310 1.7199
H -0.6907 -2.1565 -3.3451
H 2.9743 1.9216 1.0153
H -2.5489 1.1008 -0.7098
H -4.7294 0.3022 0.3338
H 2.4271 0.7672 -1.0914
H -0.6672 1.0150 1.3398
H -1.7217 -0.4684 -1.0120
H 0.1604 -0.7648 -3.0909
H 0.3070 0.8899 -3.3481
*
```

Computed properties:
LUMO = 0.2 eV
energy relative to the best compared isomer or geometry (same formula, charge and spin) = 69.1 kcal/mol
E = -689.3126 Ha
gap between HOMO and LUMO = 9.5 eV
HOMO level = -9.3 eV
structure (SMILES) = [H]/N=C\NCCCC.O.O.O.O.O

Entry 3:
# C29H26N2O5

A single C29H26N2O5 molecule (the ωB97M-V functional and the def2-TZVPD basis, OMol25).

```
! RIJCOSX wB97M-V def2-TZVPD def2/J DEFGRID3
* xyz 0 1
O 1.0666 -1.7150 1.3382
O -3.2495 -3.3035 0.0452
O 1.9925 1.1126 1.6618
O 3.0525 -0.2156 0.2166
O 2.3944 1.7620 -1.4485
N -2.9116 -0.6407 0.9156
N -9.6476 2.7213 -0.2046
C -0.8910 0.7192 -0.5330
C -6.5567 1.8738 1.1384
C 6.3807 1.2376 0.2829
C -1.6200 -1.0293 0.9898
C -4.6307 0.9095 0.0604
C 1.9728 -1.3211 -1.6054
C 1.4714 1.0607 -1.0705
C -5.3080 0.9285 -1.1565
C 3.0163 0.6156 1.2579
C -2.2738 1.0950 -0.5834
C -6.6040 1.3980 -1.2315
C -4.3708 -2.5329 0.3932
C 0.0895 1.4017 -1.1900
C 6.2915 0.1813 -0.6170
C 5.1284 1.8539 0.8389
C 8.7817 1.0992 0.1572
C -8.5675 2.3431 -0.1494
C -3.5136 -4.2639 -0.9457
C 8.6836 0.0485 -0.7374
C 7.4342 -0.4094 -1.1232
C 4.3943 0.8822 1.7994
C -7.2365 1.8678 -0.0803
C -5.2634 1.3969 1.2037
C -0.6118 -0.4099 0.3179
C -3.2317 0.4390 0.1150
C 7.6361 1.6885 0.6652
C 1.7964 -0.3204 -0.4590
C 0.7618 -0.8820 0.5119
C -3.9328 -1.5139 1.4509
H 9.7532 1.4615 0.4620
H 1.0341 -1.4385 -2.1418
H 2.2862 -2.2803 -1.1995
H -3.8541 -3.7918 -1.8753
H -4.7701 -2.0111 -0.4921
H 9.5770 -0.4117 -1.1339
H 5.3700 2.7755 1.3687
H -2.5766 -4.7858 -1.1241
H -1.3971 -1.8816 1.6141
H -3.5114 -2.0519 2.3017
H -4.2752 -4.9787 -0.6127
H 4.9366 -0.0614 1.8603
H -4.7270 1.4252 2.1412
H 7.3529 -1.2287 -1.8233
H -7.1320 1.4070 -2.1732
H 4.2995 1.3124 2.7951
H -7.0457 2.2566 2.0215
H -4.8110 0.5678 -2.0448
H 4.4619 2.1109 0.0111
H -2.5523 1.9504 -1.1796
H 2.7358 -0.9499 -2.2857
H 5.3159 -0.1724 -0.9140
H -0.1442 2.2968 -1.7463
H 7.7199 2.5092 1.3639
H -5.1705 -3.1684 0.8043
H -4.7997 -0.9393 1.7777
*
```

Computed properties:
LUMO = -0.6 eV
energy relative to the best compared isomer or geometry (same formula, charge and spin) = 40.5 kcal/mol
E = -1606.4002 Ha
gap between HOMO and LUMO = 7.2 eV
HOMO level = -7.9 eV
structure (SMILES) = COCCN1C=C2C(=O)[C@](C)(OC(=O)CCc3ccccc3)C(=O)C=C2C=C1c1ccc(C#N)cc1

Entry 4:
# C2H3LiO2Tl

C2H3LiO2Tl as an isolated structure in a non-equilibrium geometry (the ωB97M-V functional and the def2-TZVPD basis, OMol25).

```
! RIJCOSX wB97M-V def2-TZVPD def2/J DEFGRID3
* xyz 0 2
Tl 0.8953 -1.5632 1.8557
O -0.8423 -1.2673 0.6066
O 0.5643 1.3314 -1.1871
C -0.9211 -0.2089 -0.2343
C 0.2694 0.7117 -0.1286
Li -0.4209 1.9968 -2.7898
H -1.7880 0.4841 -0.0683
H -1.0336 -0.4781 -1.3175
H 1.3128 2.2606 -1.3479
*
```

Computed properties:
LUMO (spin up / spin down) = -0.4 / 0.0 eV
energy relative to the best compared isomer or geometry (same formula, charge and spin) = 51.6 kcal/mol
E = -408.3092 Ha
gap between HOMO and LUMO (spin up / spin down) = 4.8 / 7.8 eV
HOMO level (spin up / spin down) = -5.2 / -7.8 eV

Entry 5:
# CH2N2

A single CH2N2 molecule in a non-equilibrium geometry (the ωB97M-V functional and the def2-TZVPD basis, OMol25).

```
! RIJCOSX wB97M-V def2-TZVPD def2/J DEFGRID3
* xyz 0 1
N -1.9056 0.1532 0.0132
N 0.4957 -0.1615 0.0687
C -0.7755 0.0490 -0.0363
H 1.2195 -0.6913 -0.3955
H 0.9659 0.6506 0.3500
*
```

Computed properties:
LUMO = 0.6 eV
energy relative to the best compared isomer or geometry (same formula, charge and spin) = 10.0 kcal/mol
E = -148.7826 Ha
gap between HOMO and LUMO = 10.8 eV
HOMO level = -10.2 eV
structure (SMILES) = N#CN